Record 1
195
Properties=species:S:1:pos:R:3 method="wB97M-V/def2-TZVPD" lumo_energy_ev=0.330 gap_ev=9.112 largest_force_ha_per_bohr=0.0744 charge=0 e_homo_ev=-8.78 total_energy_ha=-4114.4917
C 3.32 -5.18 -4.81
C 3.51 -3.68 -4.80
C 3.73 -3.39 -3.26
O 4.32 -4.59 -2.78
C 4.34 -5.58 -3.75
H 3.49 -5.75 -5.74
H 2.33 -5.49 -4.46
H 2.76 -3.12 -5.29
H 4.42 -3.39 -5.34
H 2.78 -3.18 -2.79
H 4.31 -2.51 -3.07
H 3.96 -6.49 -3.28
H 5.29 -5.84 -4.16
C -5.05 2.81 -4.27
C -4.27 1.69 -3.48
C -5.10 1.66 -2.21
O -5.49 3.01 -1.93
C -5.59 3.73 -3.18
H -5.84 2.38 -4.90
H -4.49 3.40 -4.98
H -3.30 2.12 -3.22
H -4.16 0.77 -4.11
H -4.61 1.33 -1.30
H -5.96 1.00 -2.30
H -4.95 4.63 -3.17
H -6.62 4.06 -3.40
C -4.67 2.98 2.23
C -6.10 3.09 2.89
C -5.70 3.27 4.33
O -4.44 2.65 4.56
C -3.70 3.13 3.47
H -4.48 3.67 1.37
H -4.55 1.94 1.88
H -6.65 2.20 2.57
H -6.67 3.90 2.43
H -6.44 2.89 4.99
H -5.56 4.37 4.50
H -2.72 2.56 3.38
H -3.42 4.21 3.50
C -0.76 1.14 1.40
C -1.85 0.35 2.21
C -1.33 -1.06 2.19
O -0.58 -1.24 1.01
C -0.05 0.05 0.62
H -0.03 1.67 1.99
H -1.28 1.77 0.70
H -2.83 0.47 1.65
H -1.98 0.72 3.18
H -2.14 -1.84 2.32
H -0.78 -1.18 3.12
H -0.20 0.16 -0.49
H 1.03 0.03 0.78
C 4.55 -3.10 1.98
C 5.70 -2.92 1.01
C 5.15 -1.90 -0.04
O 4.26 -1.07 0.73
C 3.58 -1.93 1.67
H 4.91 -3.09 3.03
H 4.10 -4.08 1.85
H 5.88 -3.87 0.51
H 6.65 -2.57 1.52
H 4.55 -2.41 -0.86
H 5.87 -1.12 -0.45
H 2.61 -2.23 1.27
H 3.41 -1.25 2.51
C 3.39 1.79 -4.32
C 3.69 1.75 -2.77
C 2.35 1.73 -2.09
O 1.36 1.65 -3.18
C 1.95 2.22 -4.34
H 3.55 0.78 -4.80
H 4.08 2.43 -4.85
H 4.37 2.56 -2.39
H 4.25 0.79 -2.57
H 2.08 2.59 -1.48
H 2.22 0.88 -1.50
H 1.76 3.39 -4.35
H 1.46 1.84 -5.23
O -1.56 4.53 1.71
C -0.98 4.83 0.66
N 0.25 5.39 0.62
C -1.51 4.31 -0.59
H 0.73 5.79 1.41
H 0.48 5.64 -0.31
H -1.13 4.85 -1.49
H -2.60 4.18 -0.58
H -1.05 3.28 -0.73
O 1.26 -6.96 2.33
C 0.58 -7.03 3.31
N 1.09 -7.20 4.59
C -0.83 -6.65 3.21
H 2.05 -7.49 4.55
H 0.50 -7.19 5.43
H -1.06 -5.64 3.53
H -1.45 -7.34 3.79
H -1.19 -6.83 2.20
O 4.29 3.73 3.81
C 4.21 3.14 2.76
N 3.11 3.42 1.97
C 5.15 2.08 2.26
H 2.68 4.29 2.23
H 3.08 3.02 1.01
H 5.66 2.46 1.35
H 4.77 1.08 2.02
H 5.91 1.99 3.02
O -2.40 -1.11 -1.61
C -1.68 -2.10 -1.58
N -0.51 -2.23 -2.21
C -2.15 -3.37 -0.90
H -0.19 -1.31 -2.49
H -0.01 -3.09 -2.32
H -2.72 -3.17 -0.01
H -1.28 -4.06 -0.80
H -2.86 -3.83 -1.58
O -3.78 -1.99 3.58
C -4.31 -1.19 4.37
N -3.57 -0.49 5.27
C -5.79 -0.91 4.40
H -2.57 -0.38 5.03
H -3.88 0.38 5.70
H -6.08 -0.17 5.16
H -6.24 -1.96 4.58
H -6.17 -0.45 3.47
O -0.69 0.41 5.02
C 0.40 0.90 4.66
N 0.59 2.23 4.66
C 1.48 0.08 4.04
H -0.28 2.76 4.85
H 1.27 2.64 4.05
H 1.06 -0.30 3.05
H 1.58 -0.81 4.67
H 2.45 0.62 3.98
O 0.23 -0.31 -6.23
C -0.90 -0.40 -5.75
N -1.07 0.16 -4.52
C -2.09 -1.03 -6.38
H -0.21 0.55 -4.17
H -2.01 0.18 -4.08
H -2.68 -1.61 -5.67
H -1.82 -1.81 -7.09
H -2.77 -0.42 -6.96
O -4.87 -1.38 -4.91
C -5.50 -1.92 -4.02
N -4.91 -1.95 -2.82
C -6.86 -2.61 -4.16
H -5.43 -2.53 -2.16
H -3.94 -1.63 -2.69
H -6.96 -3.41 -3.49
H -6.95 -2.80 -5.19
H -7.60 -1.88 -3.85
O 2.80 6.99 0.07
C 3.59 7.89 0.39
N 4.30 7.82 1.54
C 3.55 9.08 -0.54
H 3.96 7.02 2.12
H 4.92 8.60 1.79
H 3.99 8.78 -1.41
H 4.01 10.01 -0.18
H 2.53 9.31 -0.71
O 2.21 6.11 3.01
C 1.69 5.90 4.12
N 2.35 5.24 4.99
C 0.27 6.32 4.40
H 3.21 4.86 4.69
H 2.03 5.18 5.96
H 0.15 7.34 4.02
H -0.04 6.23 5.45
H -0.38 5.69 3.80
O -6.01 -3.33 -0.33
C -5.78 -2.63 0.63
N -5.57 -3.18 1.84
C -5.52 -1.12 0.54
H -5.74 -4.17 1.87
H -4.95 -2.70 2.50
H -6.54 -0.77 0.45
H -4.91 -0.96 -0.38
H -5.06 -0.63 1.44
O 7.04 -2.00 -3.68
C 7.68 -2.75 -2.99
N 7.14 -3.80 -2.33
C 9.17 -2.62 -2.62
H 7.72 -4.38 -1.82
H 6.15 -4.01 -2.37
H 9.64 -1.65 -2.96
H 9.67 -3.44 -3.08
H 9.26 -2.55 -1.57
O 0.82 -4.84 -2.03
C 0.95 -5.38 -0.96
N 0.44 -6.60 -0.48
C 1.72 -4.61 0.08
H 0.11 -7.34 -1.13
H 0.87 -7.00 0.39
H 2.69 -4.20 -0.24
H 1.95 -5.15 0.95
H 1.17 -3.69 0.19

Record 2
14
Properties=species:S:1:pos:R:3 method="wB97M-V/def2-TZVPD" smiles="O[C@@H]1[C@@H]2N=CNO[C@@H]12" lumo_energy_ev=0.805 gap_ev=9.377 largest_force_ha_per_bohr=0.1062 charge=0 e_homo_ev=-8.57 total_energy_ha=-415.7819
C -1.51 -0.20 0.34
C -0.24 -0.67 -0.17
C 1.66 0.86 -0.29
C -0.29 0.62 0.79
H -2.75 1.00 -0.83
H -1.91 -0.64 1.27
H -0.21 -0.10 -1.18
H 2.57 -0.87 -0.78
H 2.60 1.41 -0.63
H 0.16 0.34 1.78
N 1.86 -0.53 -0.09
N 0.63 1.51 0.04
O -2.67 0.06 -0.51
O 0.72 -1.51 0.09

Record 3
44
Properties=species:S:1:pos:R:3 method="wB97M-V/def2-TZVPD" lumo_energy_ev="4.983 / 4.982" gap_ev="4.008 / 4.127" largest_force_ha_per_bohr=0.0251 charge=-2 e_homo_ev="0.98 / 0.85" total_energy_ha=-2328.0329
Ti -0.62 0.82 -0.64
C 0.57 3.03 0.11
C 1.43 1.96 0.46
C 1.31 1.75 1.85
C 0.39 2.69 2.36
C -0.06 3.49 1.30
H 0.53 3.53 -0.85
H 2.18 1.53 -0.19
H 1.82 0.99 2.42
H 0.03 2.73 3.39
H -0.80 4.28 1.36
C 2.82 -2.32 0.47
N 1.46 -2.65 0.87
C 0.99 -3.87 0.21
C 0.55 -1.56 0.72
N 0.58 -0.71 -0.28
N -0.40 -1.51 1.68
C -1.46 -0.66 1.80
N -2.42 -1.07 2.78
N -1.59 0.38 1.00
H 3.51 -3.07 0.86
H 3.09 -1.34 0.88
H 2.94 -2.27 -0.62
H 1.57 -4.73 0.56
H 1.09 -3.80 -0.89
H -0.06 -4.03 0.44
H 1.27 -0.94 -0.98
H -0.28 -2.14 2.45
H -2.77 -0.25 3.27
H -3.21 -1.50 2.32
H -2.46 0.87 1.10
F -3.32 -0.40 -1.35
C -1.92 -0.55 -1.68
F -1.73 -1.93 -1.35
H -1.96 -0.57 -2.77
O -3.63 3.58 -1.19
C -2.59 3.14 -1.67
O -1.87 2.18 -1.23
H -2.21 3.58 -2.60
F 0.51 1.09 -2.58
B 1.46 0.26 -3.30
F 1.78 0.90 -4.49
F 2.61 0.10 -2.48
F 0.89 -1.00 -3.53

Record 4
18
Properties=species:S:1:pos:R:3 method="wB97M-V/def2-TZVPD" smiles="CCC(=C=N)C#N.C=N" lumo_energy_ev=0.584 gap_ev=9.558 largest_force_ha_per_bohr=0.0998 charge=0 e_homo_ev=-8.97 total_energy_ha=-398.1585
C -0.22 1.14 1.09
C -1.93 0.54 -0.05
C 1.71 0.92 -1.09
C 0.21 0.39 -1.30
C -0.07 -1.99 1.21
C -0.64 0.57 -0.12
N 0.20 1.65 2.01
N -3.12 0.63 0.00
N 1.16 -1.88 0.96
H 2.03 1.52 -2.06
H 1.93 1.55 -0.32
H 2.29 0.03 -1.01
H -0.15 0.85 -2.29
H 0.25 -0.77 -1.43
H -0.81 -2.54 0.57
H -0.56 -1.49 2.05
H -3.89 0.02 0.13
H 1.61 -1.13 1.66

Record 5
9
Properties=species:S:1:pos:R:3 method="wB97M-V/def2-TZVPD" smiles="NC=O.O" lumo_energy_ev=0.808 gap_ev=11.251 largest_force_ha_per_bohr=0.1239 charge=0 e_homo_ev=-10.44 total_energy_ha=-246.3238
C -0.77 0.64 0.04
N -1.08 0.47 -1.31
O -1.04 -0.29 0.83
H -0.34 1.51 0.35
H -1.53 -0.33 -1.81
H -0.82 1.02 -2.04
H 2.19 -1.52 0.77
H 1.21 -0.69 1.72
O 2.18 -0.81 1.44

Record 6
51
Properties=species:S:1:pos:R:3 method="wB97M-V/def2-TZVPD" lumo_energy_ev=0.508 gap_ev=8.517 largest_force_ha_per_bohr=0.0210 charge=0 e_homo_ev=-8.01 total_energy_ha=-1129.9919
C -1.49 -0.62 -2.47
C -2.00 -1.73 -1.56
H -1.40 -2.63 -1.71
H -3.04 -1.97 -1.83
C -1.94 -1.33 -0.08
C -2.91 -0.23 0.25
N -2.63 1.01 0.35
N -1.39 1.50 0.16
C -1.17 2.84 0.27
O -2.02 3.65 0.55
C 0.28 3.23 -0.01
C 1.33 2.44 0.80
C 1.86 1.27 0.00
O 1.15 0.34 -0.35
N 3.16 1.34 -0.32
H 3.73 2.10 0.03
C 3.86 0.29 -1.04
C 4.91 -0.36 -0.18
C 6.26 -0.27 -0.50
C 7.21 -0.85 0.32
C 6.83 -1.52 1.47
C 5.49 -1.61 1.80
C 4.53 -1.03 0.98
H 3.48 -1.11 1.23
H 5.18 -2.13 2.69
H 7.58 -1.97 2.10
H 8.26 -0.78 0.06
H 6.56 0.25 -1.40
H 4.31 0.71 -1.95
H 3.10 -0.44 -1.33
H 0.87 2.06 1.71
H 2.15 3.10 1.08
H 0.36 4.30 0.22
H 0.46 3.11 -1.08
H -0.61 0.89 -0.10
C -4.33 -0.56 0.44
C -4.82 -1.87 0.39
C -6.17 -2.12 0.58
C -7.06 -1.09 0.81
C -6.58 0.21 0.87
C -5.24 0.47 0.69
H -4.87 1.48 0.73
H -7.27 1.03 1.06
H -8.11 -1.30 0.95
H -6.53 -3.14 0.53
H -4.16 -2.70 0.21
H -0.91 -1.03 0.15
H -2.16 -2.20 0.54
H -1.52 -0.94 -3.51
H -0.46 -0.37 -2.22
H -2.11 0.27 -2.37